DFT (ωB97M-V/def2-TZVPD) results for a 2-piece molecular cluster, C16H28ClFN3O6PS overall.

For the HOMO energy, the calculation gives 0.0427 Ha. Its net charge is -2. For the HOMO-LUMO gap, the calculation gives 0.0931 hartree. As for the total energy: -2541.39925 Eh. The calculation puts the LUMO energy at 3.7 eV.

Positions of all 57 atoms, in Å:
H -4.3161 -0.9315 -0.3253
H 3.1873 1.0865 3.6766
N 0.5817 1.4373 -0.0272
C -3.3806 0.6497 2.5252
P 1.2713 -3.3685 -2.7425
H -5.4877 -0.1372 1.9038
H 4.0060 -2.7015 2.4530
O 2.5889 -2.6034 -2.4891
N -3.8467 -0.8571 0.5858
O 0.1057 -2.3644 -2.7558
H 0.0735 2.4917 1.8585
H -2.1875 1.3787 -4.0816
O 1.5263 -4.0093 2.3800
C 3.2501 -1.9365 2.8532
H 0.2761 1.2900 -4.5911
C 2.0089 1.5734 0.2239
C 2.2682 1.0748 -2.4121
C 2.9689 1.4039 -1.0108
F -1.5942 -0.9078 -5.7960
H -3.2858 -0.8265 -4.4455
C -4.4873 0.2003 1.4466
C 0.6708 0.9658 -2.3284
H -1.8308 -1.7873 -3.8316
H 0.3546 -0.4634 -4.0095
O 1.3510 -4.0889 -4.0994
H 4.1029 1.5155 -0.9232
Cl 0.0071 -1.8178 3.5305
H -2.3176 1.2120 0.1487
N -0.0931 1.1640 -1.1644
H 1.6498 0.3869 2.9356
S 1.5681 -2.4929 2.2593
H -1.8531 2.1870 3.0343
H 3.4678 -0.6912 1.0021
O 1.0485 -4.3946 -1.6187
H -2.0426 0.3206 -2.5697
H 2.8562 0.9315 -3.3738
H -3.3357 2.9664 2.2846
H 2.1702 2.7738 2.1183
C 2.7292 0.6727 2.6918
C -2.6495 2.0396 2.2001
C 3.6373 -0.5253 2.1380
H -4.6750 1.0961 0.7415
O 1.3451 -2.1087 0.8226
H 4.7662 -0.3211 2.2959
C -1.8206 2.0143 0.7886
H -1.7583 3.0469 0.3056
C 2.7102 1.8847 1.6274
H -2.5735 -0.1728 2.5832
H -0.3538 0.6169 1.7270
H -3.7790 -1.7589 1.0741
C -2.1240 -0.8549 -4.4556
C -1.6384 0.4625 -3.6281
C -0.0451 0.5901 -3.7387
H 3.2881 -1.8493 3.9914
C -0.2869 1.6318 1.1984
H 3.8086 2.1917 1.4503
H -3.8816 0.7138 3.5620

---

DFT (ωB97M-V/def2-TZVPD) results for C16H28F3N4O5PS2 as an isolated structure.

For the HOMO energy, the calculation gives -0.3378 Ha. For the HOMO-LUMO gap, the calculation gives 0.2916 hartree. As for the total energy: -2659.09232 Eh. The calculation puts the LUMO energy at -1.3 eV.

Positions of all 59 atoms, in Å:
H -1.0508 7.8654 -1.7708
H 5.9294 0.6304 -0.5128
H -3.7983 -6.2707 3.9716
O -2.5925 -4.8968 3.0897
H -0.2204 -4.2411 1.2047
C 0.8753 -2.5890 -2.3386
O 4.6380 -1.3858 -0.9109
C 0.3405 -4.9995 4.3882
S -2.5474 -2.3912 -0.7665
N -0.9755 4.4758 -2.7829
C -0.7145 5.3041 -0.4467
C 2.8404 0.5563 -1.4701
H 2.6893 1.3967 -2.1463
C 1.8419 -1.6401 -2.2501
O 0.1012 6.3725 -0.8899
N -1.7524 -1.0538 -0.4312
H -1.2599 5.5941 0.4609
H 2.7806 -1.8699 -2.7188
H 2.9154 0.9930 -0.4835
H -3.3471 5.9212 -0.8362
H -0.2137 3.8219 -2.6240
S 1.1958 -4.1353 -3.1570
H -1.1753 7.7506 0.0066
C -1.6581 4.7315 -1.5111
F 0.4613 0.9352 1.1576
C -1.7153 -3.8300 3.3962
C -0.5563 -1.1196 -0.9940
C 1.6772 -0.4153 -1.5419
H 0.0291 -6.0419 4.3255
F -1.0622 1.5062 -0.2412
H -0.5113 5.3361 -3.0623
C -2.8227 -5.8157 4.1410
C 0.4819 -0.1350 -0.9307
P 4.4811 -0.1765 -1.7275
N -1.4219 -3.1601 -1.6482
H -2.0095 3.7713 -1.1245
H 0.3847 -3.9646 -4.2114
H -2.8338 -5.3165 5.1142
H 3.9114 -0.1252 -3.7874
H 0.2947 8.3883 -0.7538
H -2.6512 6.4777 -2.3642
H -0.5635 -5.6415 1.9075
C -0.5024 7.6515 -0.8501
H 0.3133 -3.2122 3.2401
H 1.4296 -4.9879 4.3572
O 5.5443 0.9391 -1.3448
O 4.7030 -0.3676 -3.2935
H -1.9363 -3.4313 4.3951
C -0.3788 -2.3617 -1.6970
H -0.0252 4.5081 -0.1564
H 0.0266 -4.6051 5.3569
N 0.0614 -4.8424 1.9748
C -0.2242 -4.1654 3.2429
H -1.9593 -3.0415 2.6780
H -2.0752 -6.6125 4.1482
F 0.9268 2.1680 -0.5379
C -2.8893 5.5941 -1.7719
C 0.2039 1.1279 -0.1421
H -3.6338 5.0257 -2.3290

---

DFT (ωB97M-V/def2-TZVPD) results for C16H28FKN4O2PSSi as an isolated structure.

For the HOMO energy, the calculation gives -0.3283 Ha. Its net charge is +1. For the HOMO-LUMO gap, the calculation gives 0.2152 hartree. As for the total energy: -2724.73628 Eh. The calculation puts the LUMO energy at -3.1 eV. The calculation puts the energy above the lowest of the compared OMol25 structures with the same formula, charge and spin at 33.73 kcal per mole.

Positions of all 55 atoms, in Å:
H -0.4714 3.7994 3.6885
C -3.2792 1.8087 1.9735
H 1.9833 -0.2964 2.3272
H -2.0597 -1.2776 -2.7257
Si -2.7168 0.1746 -0.7524
C -4.0604 1.1775 -1.5300
H 2.2340 -0.6301 -2.9081
H -1.0729 -1.4171 0.6088
C -1.6260 -0.4208 -2.1898
N -1.6577 0.9405 0.3066
K 0.3583 1.9945 -0.5537
C -3.5928 -1.3392 -0.0037
H 4.6930 -0.5585 0.0459
H 2.5442 -4.5344 0.1549
O 2.6152 2.1304 -1.1407
O 2.0255 -0.3777 -1.1469
C 1.7188 -3.8402 0.2635
H -1.4301 -3.2270 -0.8040
H 0.4220 -4.8969 -1.1267
N 3.7437 0.6549 1.4914
H -1.5356 0.3783 -2.9377
H 4.4785 0.6320 2.1870
C -1.0242 2.4534 2.1421
H -4.6749 -1.1625 0.0094
C 1.8401 -2.7826 1.1223
H 5.1423 1.1516 -0.0790
H -4.8276 1.4822 -0.8119
C 3.9919 0.3269 -2.6814
H 3.2739 -0.9643 -4.2189
H 2.4617 0.4686 -4.1389
H -4.0801 1.2453 1.5025
H 2.7325 -2.6213 1.7101
N 2.9203 -0.2526 -3.5840
C -1.9801 1.6985 1.4202
H 4.7368 -0.4527 -2.5377
C -2.5856 3.3403 3.7096
C -3.5756 2.6012 3.0739
H -4.5537 0.5951 -2.3178
H 4.4365 1.1936 -3.1600
C -0.4837 -3.1731 -0.2919
C 4.3183 0.4621 0.1492
C -1.2877 3.2562 3.2260
H -0.6135 -0.6923 -1.8624
N -0.3332 -2.1335 0.5559
H -3.4645 -2.2684 -0.5689
H -3.3153 -1.5167 1.0432
S 0.6579 -0.5632 2.3556
C 0.5401 -4.0575 -0.4575
H -3.6512 2.0865 -1.9830
H -2.8105 3.9629 4.5646
H -4.5950 2.6420 3.4385
H 3.3228 1.5757 1.5604
P 3.0944 0.7152 -1.1178
C 0.7650 -1.9025 1.2760
F 0.3079 2.4112 1.7236

---

DFT (ωB97M-V/def2-TZVPD) results for a 2-piece molecular cluster, C16H28N2 overall.

For the HOMO energy, the calculation gives -0.1401 Ha. For the HOMO-LUMO gap, the calculation gives 0.1182 hartree. As for the total energy: -735.46320 Eh. The calculation puts the LUMO energy at -0.6 eV. The calculation puts the energy above the lowest of the compared OMol25 structures with the same formula, charge and spin at 325.16 kcal per mole.

Positions of all 46 atoms, in Å:
H 0.5259 -0.7227 0.0653
C 0.9869 3.0588 -1.2218
H -2.0867 -3.9645 -0.8031
C -0.7831 -2.8180 1.3087
C 2.2395 5.9083 2.5521
H 0.3351 -5.4885 -2.2616
H -2.8488 -2.3959 -0.4303
H 0.2640 -4.7550 -3.8683
H -1.9402 -2.5656 -1.9410
C -1.6158 -0.5099 1.8800
H -2.4352 0.0386 2.3566
H -0.6929 -0.2157 2.3974
C 2.1180 5.4259 -0.2322
H -1.2599 0.9423 0.3412
C -1.9901 -2.8792 -0.8958
H 0.1854 -2.4548 -2.7863
H -1.7884 -2.2558 3.1186
C -1.8325 -2.0054 2.0519
C 2.5460 6.4226 0.9977
C -1.5181 -0.1208 0.4113
N 0.1184 3.9887 -2.0690
H -0.4780 -0.7000 -1.4065
H 1.6671 -3.3587 -2.5507
C -0.4707 -0.9386 -0.3383
H 3.0558 7.4620 0.7789
C 0.6044 -3.3286 -2.2777
H 1.3451 4.0667 3.9928
C -0.0169 -4.6149 -2.8188
H 0.4622 2.0548 -0.9277
H -2.8395 -2.2777 1.7217
H -0.6454 3.4504 -2.5351
C 1.0948 3.4422 1.6641
H -1.1075 -4.5994 -2.7753
N -0.7056 -2.4524 -0.1901
C 1.5445 4.4446 2.9018
H 1.9816 2.8596 -1.8443
H -1.0021 -3.8900 1.3745
H 0.5620 2.3935 1.8601
C 0.5282 -3.2203 -0.7525
C 1.4036 3.9596 0.1245
H 0.2112 -2.6339 1.7334
H 1.4112 -2.6936 -0.3747
H 2.3031 5.7266 -1.3726
H -2.5002 -0.2259 -0.0652
H 2.5429 6.6589 3.4042
H 0.5205 -4.2182 -0.2979

---

DFT (ωB97M-V/def2-TZVPD) results for a single C16H28N4O2S molecule.

Its structure (SMILES) is CCCc1nnc(SCC(=O)N2CCC[C@H](C)C2)n1CCOC. For the HOMO energy, the calculation gives -0.3062 Ha. For the HOMO-LUMO gap, the calculation gives 0.3262 hartree. As for the total energy: -1394.16951 Eh. The calculation puts the LUMO energy at 0.5 eV. The calculation puts the energy above the lowest of the compared OMol25 structures with the same formula, charge and spin at 12.94 kcal per mole.

Positions of all 51 atoms, in Å:
C -5.3112 -0.7972 -1.3019
H 4.1621 -0.6893 2.3075
H -0.5320 -2.5501 1.0504
O 0.0635 -0.6388 1.3868
H 1.9768 -1.0251 -0.6877
H 2.4906 -0.6011 1.7236
H 3.4189 1.6832 1.9202
H -1.1814 0.8738 2.1207
C 3.5341 -0.4362 1.4522
C -0.9742 -1.5488 1.1057
C -3.1865 0.7167 0.2516
C -1.6456 -1.2454 -0.2505
H -0.9173 -1.3917 -1.0518
H -4.4888 -0.3699 -1.8720
H 2.7123 -1.4265 -3.0182
C 3.0313 -0.8941 -0.9496
H -0.3298 -0.0953 3.3479
C -4.3188 0.0025 0.8938
O 1.6006 2.7273 1.1554
H 3.7003 -2.3605 0.4881
C 3.3499 -1.7221 -2.1884
H -6.2000 -0.7795 -1.9276
H 2.6812 0.9088 -2.0912
H 3.1883 -2.7787 -1.9895
H 4.7795 1.2338 0.8618
C 1.8650 2.1951 0.0908
N -2.0877 0.1190 -0.3133
H 0.5630 1.0729 2.3325
H -5.0764 -1.8364 -1.0755
C -0.2498 0.3496 2.3491
C -1.3710 1.1781 -0.8028
C 1.0032 2.4762 -1.1309
H -4.5698 0.5270 1.8176
S 0.1148 0.9812 -1.6840
H 4.9407 -1.1999 0.0035
H -6.3909 -0.4347 0.5229
C 3.8813 -1.3107 0.2508
H -5.7963 1.0285 -0.2736
N 2.9265 1.3807 -0.0622
H -2.4914 -1.9193 -0.4064
H -1.7208 -1.5386 1.9084
C 3.7274 1.0368 1.0975
C -5.5495 -0.0038 -0.0233
N -3.1144 2.0084 0.0949
H 1.5918 2.8323 -1.9758
H 0.2396 3.2065 -0.8658
H 4.3882 -1.5847 -2.4840
C 3.2642 0.5979 -1.2264
N -1.9857 2.3016 -0.5676
H 4.3258 0.7626 -1.4520
H -4.0317 -1.0219 1.1384

---

DFT (ωB97M-V/def2-TZVPD) results for C16H29B3BeCsF6LiN3O15 as an isolated structure.

For the HOMO energy, the calculation gives -0.1920 Ha. Its net charge is -1. For the HOMO-LUMO gap, the calculation gives 0.0385 hartree. As for the total energy: -2635.82537 Eh. The calculation puts the LUMO energy at -4.2 eV. The calculation puts the energy above the lowest of the compared OMol25 structures with the same formula, charge and spin at 0.00 kcal per mole.

Positions of all 75 atoms, in Å:
H -1.7269 4.7269 -6.2244
H 7.9027 3.3778 4.9280
B -0.8917 0.1658 -5.8865
C 0.3436 -1.7698 -2.2528
H 2.6096 -2.0691 -1.9155
C -3.6714 -2.5416 3.2050
H -0.2316 -2.4816 2.3127
C -0.8385 -2.6181 1.3256
O 1.2212 -3.8455 -3.6480
C -2.0326 4.5814 -7.2472
H -1.1615 -4.3307 -3.8535
C 7.1177 -1.5710 2.6794
H 0.4025 -0.9105 0.6617
H 0.4209 -0.8839 -2.9240
H 6.2601 2.8036 4.6046
C -6.1601 3.8999 3.5940
F -6.6220 1.7674 4.5041
B 0.1411 -3.0827 -3.1464
O 8.1871 -3.0599 0.0670
H -4.1939 -2.8446 2.2425
H -4.4571 -2.2503 3.9178
H -2.7191 6.5137 -8.0136
F 0.1591 0.2276 -4.9423
N -1.9519 3.3517 -7.8295
H 1.4209 -4.5223 -2.9544
C -4.0377 3.3645 3.1116
F -0.6665 1.1379 -6.9069
C -2.2303 -1.8323 1.5258
F -4.0742 1.0076 6.6972
B 0.0448 -1.9075 0.1133
O -4.5566 2.2909 3.7678
H 7.0925 -2.1693 3.5902
O 7.8186 1.5903 3.9622
H -4.3354 -0.0587 2.7679
H -6.6753 4.6736 4.1599
H -2.7256 0.6294 2.3298
H 6.1108 -1.4269 2.2874
F -2.1192 0.4401 -5.2487
C -3.2576 -0.1281 2.9944
H 1.7768 -0.6599 -1.0102
H -5.4159 3.0426 5.4753
O 1.2555 -2.6351 -0.3245
Be 1.4564 -6.0713 -1.9910
H -6.8070 3.5686 2.7789
O 9.6719 -3.9936 1.3180
C 7.1291 0.4478 3.8265
H -3.0958 0.2310 4.0237
C -2.5362 5.4626 -8.1745
H 7.7100 -2.0982 1.9341
H 7.2431 2.0558 5.9028
O -2.9440 3.4048 2.6544
O 6.1220 0.1599 4.4254
H -3.1544 5.1080 -10.2974
C 7.2622 2.4985 4.9067
O -0.5925 -1.6275 -1.1675
H -1.6161 2.5037 -7.3721
O 9.8253 -4.1363 -0.8238
H -2.3975 2.5572 -9.7498
H -3.1200 -3.4485 3.5536
N 9.2311 -3.7317 0.1846
O -2.3192 -0.0113 5.9881
O -4.9303 4.3875 3.0560
N -2.6774 -1.5223 2.9415
C -2.7633 4.7293 -9.3658
O -2.9639 -1.4711 0.6650
H -1.6487 -0.2240 6.6574
C 1.7020 -1.7419 -1.3876
C -2.3886 3.4300 -9.1182
C -5.6966 2.7591 4.4595
Cs 0.3478 0.0297 1.8873
H -0.9479 -3.7141 1.2052
O 7.7474 -0.3042 2.9278
F -0.9330 -1.1184 -6.4641
O -1.1609 -3.4799 -3.3915
Li -4.2875 -4.6327 1.5097

---

DFT (ωB97M-V/def2-TZVPD) results for C16H29CaF2N5O3P2 as an isolated structure.

For the HOMO energy, the calculation gives -0.2623 Ha. For the HOMO-LUMO gap, the calculation gives 0.2589 hartree. As for the total energy: -2686.76877 Eh. The calculation puts the LUMO energy at -0.1 eV. The calculation puts the energy above the lowest of the compared OMol25 structures with the same formula, charge and spin at 8.99 kcal per mole.

Positions of all 58 atoms, in Å:
C 2.2528 -2.4247 3.7543
H 0.5215 2.6625 5.0827
H 4.3818 1.8937 -1.3906
N 2.5846 -1.0330 3.4306
O 1.6455 1.0719 -0.3650
C 1.2996 1.9843 4.7330
H 3.8168 -2.3046 0.2668
C -5.4349 3.9662 -0.2594
H -3.1496 0.1831 -1.4812
C -3.2126 3.4066 0.6323
H 3.3362 3.3147 -1.3083
C 3.3954 3.5583 1.4015
H -0.7660 -0.6751 4.3283
C -4.2868 3.0887 -0.1951
C -3.1401 1.0840 -0.8716
H 3.1056 -3.0597 3.5080
N 3.7523 2.3959 0.5751
N 0.6604 0.8616 4.0521
H 3.3189 3.2778 2.4471
H 4.1956 4.2904 1.3077
H 3.9365 0.5284 3.8515
H -5.0832 1.6757 -1.5980
F -1.3657 -1.7632 -2.1770
C 4.1381 2.7766 -0.7994
C -2.1241 2.5472 0.6867
H 5.5931 0.7765 0.8159
C 5.2283 -0.1448 0.3755
H 5.0244 3.4076 -0.7521
N 3.7691 -0.2303 0.4733
H -0.3602 -3.2219 -1.2959
C -0.3059 0.1364 4.8876
F 0.8670 -1.8475 -2.0707
H 1.4003 -2.7567 3.1686
H 5.6672 -0.9871 0.9116
H 2.4604 4.0265 1.0830
P 1.4100 -0.0292 2.9060
C -0.3299 -2.1324 -1.2831
O 2.2122 1.1187 2.1144
H 5.5546 -0.2013 -0.6660
H -1.3092 2.8411 1.3516
C -2.0256 1.3495 -0.0509
H 4.6009 -1.0987 3.9715
C -4.2466 1.9187 -0.9532
Ca -0.1545 -0.1087 0.0645
H 1.9400 2.5363 4.0522
C 3.7182 -0.4896 4.1713
H -3.2443 4.3177 1.2192
H 1.8861 1.6635 5.5994
H 0.1632 -0.2672 5.7905
C 3.2247 -1.4712 -0.1117
H 2.1951 -1.6525 0.1899
H 3.5414 -0.4902 5.2516
H 3.2575 -1.4651 -1.1994
N -6.3494 4.6637 -0.3080
H 2.0298 -2.5486 4.8183
O 0.4331 -0.7881 2.0747
P 2.7929 1.0696 0.5854
H -1.0974 0.8232 5.1859

---

DFT (ωB97M-V/def2-TZVPD) results for C16H29FN4O8P2V as an isolated structure.

For the HOMO energy (spin up / spin down), the calculation gives -0.4368 / -0.4376 Ha. Its net charge is +1. For the HOMO-LUMO gap (spin up / spin down), the calculation gives 0.3125 / 0.3321 hartree. As for the total energy: -3174.57464 Eh. The calculation puts the LUMO energy (spin up / spin down) at -3.4 / -2.9 eV. The calculation puts the energy above the lowest of the compared OMol25 structures with the same formula, charge and spin at 37.54 kcal per mole. The multiplicity is 3.

Positions of all 61 atoms, in Å:
H -0.7232 3.8534 -1.5646
H -4.0668 1.8721 -0.4793
H -2.0715 -3.4619 -1.1284
C -0.7054 -1.8884 -3.4013
N 1.1735 -2.7198 1.6942
H 0.5336 2.2139 3.6885
H 0.0816 -2.5728 -3.0816
H -2.8951 2.1569 -2.9032
O 2.5562 1.2228 2.7265
H -0.6129 -3.6202 2.2080
H 3.7185 1.5618 4.3365
C -2.1717 1.4036 -2.5812
H -3.6972 -0.0686 -2.1180
H 3.4717 0.7386 -1.6787
F 1.7844 -2.7878 -1.8379
P -1.6535 1.7554 -0.8585
H -0.2314 -1.0627 -3.9325
C 1.3866 1.2284 2.1343
O 4.0329 -1.5034 -0.8724
H 3.0973 0.7502 -3.3953
H -1.2856 1.5123 -3.2067
C -2.6763 -2.6058 -1.4286
H -3.2730 -2.2959 -0.5706
H -3.3599 0.4352 0.3031
C -2.7626 -0.0024 -2.6786
O 0.9119 2.5387 -2.4281
C 0.9964 -2.9132 0.3417
C -0.0047 -2.7834 2.5479
H -1.0594 3.0729 2.1769
N 0.4162 1.9367 2.7310
C 2.6917 1.7599 4.0522
C -1.4454 3.5549 -0.8101
C -3.2067 1.4899 0.0732
C 1.5459 1.5327 -2.1871
O 1.2898 0.6324 1.0449
H 2.5208 2.8370 4.0488
H 0.2856 -2.9534 3.5782
P -1.6068 -1.2371 -1.9662
H 0.0935 -3.4329 0.0514
H -2.4174 4.0104 -1.0050
C 3.0054 1.3208 -2.4694
C 1.9183 -2.5376 -0.5492
C -0.8213 -1.4820 2.4327
C 2.3250 -2.1223 2.1928
H -1.4947 1.5126 2.6116
H 2.0264 1.2359 4.7385
H -3.3397 -2.9181 -2.2361
C 3.1895 -1.9292 -0.1272
O 2.4484 -1.7877 3.3539
O 0.9577 0.4678 -1.6695
H 4.1417 -1.4554 1.6070
N -0.8171 2.0951 2.1252
H -2.9913 -0.2708 -3.7113
H -1.3868 -2.4085 -4.0750
O -0.9441 -1.1084 1.1934
H 3.5015 2.2792 -2.6023
V -0.1466 -0.1316 -0.2568
H -3.1557 2.0217 1.0233
O -1.3166 -0.9069 3.3771
H -1.0835 3.8862 0.1631
N 3.3219 -1.9211 1.2549